1.
{
  "formula": "C20H16ClF2NO5Re",
  "method": "ωB97M-V/def2-TZVPD",
  "symbols": ["Re", "O", "C", "O", "C", "C", "C", "C", "C", "O", "C", "C", "O", "O", "H", "H", "H", "H", "H", "H", "H", "H", "F", "C", "C", "C", "C", "C", "F", "C", "C", "C", "C", "C", "C", "N", "H", "H", "H", "H", "H", "H", "Cl", "C", "H", "H"],
  "coordinates": [[-0.043, -0.007, 0.043], [-1.766, 3.640, 1.002], [-1.248, 2.556, 1.129], [-1.049, 1.707, 0.198], [-0.847, 2.098, 2.576], [-1.432, 0.713, 2.925], [-1.427, 0.559, 4.455], [0.074, 0.344, 4.723], [0.640, 0.391, 3.294], [-0.410, -0.196, 2.522], [0.661, 1.854, 2.815], [1.563, 2.078, 1.541], [2.169, 3.121, 1.467], [1.610, 1.102, 0.731], [-1.230, 2.882, 3.230], [-2.369, 0.465, 2.430], [-2.011, -0.308, 4.760], [-1.829, 1.442, 4.947], [0.266, -0.625, 5.185], [0.506, 1.120, 5.350], [1.574, -0.152, 3.145], [1.066, 2.540, 3.560], [-5.222, -1.624, -0.624], [-3.934, -1.978, -0.509], [-2.960, -1.000, -0.422], [-1.622, -1.350, -0.265], [-1.285, -2.729, -0.199], [-2.294, -3.681, -0.348], [-2.016, -5.000, -0.354], [-3.622, -3.327, -0.488], [0.132, -2.990, 0.049], [0.709, -4.242, 0.240], [2.065, -4.349, 0.492], [2.834, -3.194, 0.542], [2.209, -1.979, 0.344], [0.896, -1.863, 0.120], [-3.242, 0.040, -0.483], [-4.382, -4.082, -0.586], [0.104, -5.129, 0.190], [2.512, -5.320, 0.636], [3.896, -3.229, 0.723], [2.776, -1.056, 0.343], [1.680, -0.653, -2.666], [0.267, 0.220, -2.093], [-0.574, -0.104, -2.714], [0.458, 1.283, -2.278]],
  "forces_ev_per_a": [[0.16, 1.17, -0.57], [-0.01, -0.11, -0.40], [-0.14, 1.15, 2.73], [-0.20, -1.29, -2.14], [-0.41, 0.26, -0.80], [-0.85, 0.71, 0.47], [-0.16, -0.14, -0.18], [0.15, -0.19, -0.14], [0.97, 0.45, 0.66], [0.15, -0.39, -1.20], [0.67, -0.12, -0.68], [-0.75, 1.81, 2.98], [0.08, -0.27, -0.50], [-0.48, -3.05, -2.15], [0.01, -0.16, -0.05], [0.05, -0.04, -0.03], [-0.04, 0.02, -0.01], [-0.05, 0.00, -0.01], [-0.01, 0.06, -0.01], [0.08, -0.01, 0.01], [-0.14, -0.02, -0.06], [-0.10, -0.15, -0.01], [0.11, -0.02, -0.02], [0.29, -0.06, -0.14], [-0.18, 0.36, -0.03], [0.43, -0.43, 0.85], [0.14, 0.24, -0.05], [-0.06, 0.30, 0.02], [0.07, 0.10, 0.07], [0.15, 0.09, -0.01], [-0.03, -0.07, 0.08], [0.20, -0.07, 0.00], [-0.15, 0.26, -0.07], [-0.18, 0.01, -0.09], [0.49, -0.03, 0.01], [-0.01, -0.60, -0.03], [-0.14, 0.11, 0.08], [-0.12, -0.11, 0.00], [-0.10, 0.00, -0.01], [0.04, -0.07, 0.04], [0.08, 0.04, 0.00], [-0.09, 0.03, 0.08], [0.59, -0.41, -0.26], [-0.38, 0.73, 1.20], [-0.04, 0.09, 0.40], [-0.09, -0.17, -0.03]],
  "e_homo_ev": [-8.658, -8.304],
  "fmax_ha_per_bohr": 0.073,
  "spin_multiplicity": 2,
  "de_lowest_kj_mol": 100.5,
  "orbital_gap_ha": [0.235, 0.237]
}

2.
{
  "formula": "C7H17NO3",
  "method": "ωB97M-V/def2-TZVPD",
  "symbols": ["C", "C", "C", "C", "C", "C", "C", "H", "H", "H", "H", "H", "H", "H", "H", "H", "H", "H", "H", "H", "H", "H", "H", "H", "N", "O", "O", "O"],
  "coordinates": [[-3.412, -1.561, -0.860], [-3.859, -0.419, 0.026], [-3.128, 0.882, -0.256], [-1.672, 0.797, 0.155], [0.912, -0.352, 1.881], [2.218, -0.730, 0.003], [3.333, -0.270, -0.940], [-3.621, -1.404, -1.924], [-3.920, -2.488, -0.542], [-2.353, -1.735, -0.803], [-3.724, -0.718, 1.078], [-4.922, -0.254, -0.118], [-3.235, 1.106, -1.335], [-3.602, 1.721, 0.275], [-1.631, 0.493, 1.222], [-1.146, 0.039, -0.432], [-1.431, 2.701, 0.427], [1.605, -0.635, 2.689], [0.357, -1.249, 1.573], [0.248, 0.435, 2.238], [4.194, -0.902, -0.697], [3.015, -0.562, -1.953], [3.145, 1.709, -1.485], [3.699, 1.439, 0.046], [3.746, 1.104, -0.918], [-0.961, 2.005, -0.053], [1.674, 0.207, 0.800], [1.881, -1.901, 0.019]],
  "forces_ev_per_a": [[-0.51, -0.71, -0.17], [-0.10, 0.05, 0.28], [-0.15, 0.23, -0.39], [-0.02, -0.10, 0.12], [-0.04, -0.13, 0.50], [-0.18, -1.14, -0.42], [-0.37, -0.22, -0.20], [-0.19, 0.13, 0.17], [0.23, 0.28, -0.27], [0.54, -0.16, 0.19], [-0.03, 0.17, -0.19], [-0.26, -0.02, 0.05], [0.27, 0.01, 0.39], [0.06, -0.18, 0.00], [-0.01, 0.08, -0.42], [-0.02, 0.10, 0.14], [0.18, -0.12, -0.18], [-0.22, 0.07, -0.28], [0.15, 0.47, 0.01], [0.12, -0.09, -0.12], [-0.18, -0.10, 0.01], [0.13, 0.05, 0.33], [0.18, -0.38, 0.41], [0.09, 0.12, -0.47], [-0.25, 0.81, 0.29], [-0.11, 0.27, 0.22], [0.40, -0.45, -0.11], [0.29, 0.97, 0.12]],
  "e_homo_ev": -9.315,
  "smiles": "COC(=O)CN.CCCCO",
  "fmax_ha_per_bohr": 0.024,
  "spin_multiplicity": 1,
  "de_lowest_kj_mol": 7.3,
  "orbital_gap_ha": 0.371
}

3.
{
  "formula": "C21H23N4O7S",
  "method": "ωB97M-V/def2-TZVPD",
  "symbols": ["C", "O", "C", "N", "N", "C", "C", "C", "C", "O", "N", "C", "C", "O", "H", "H", "H", "H", "H", "H", "H", "H", "H", "H", "H", "H", "H", "C", "C", "C", "C", "S", "C", "C", "C", "C", "C", "N", "O", "O", "C", "C", "O", "O", "C", "C", "H", "H", "H", "H", "H", "H", "H", "H", "H", "H"],
  "coordinates": [[-3.201, 1.077, 5.631], [-3.615, 0.441, 4.459], [-2.623, -0.362, 3.984], [-2.859, -1.031, 2.803], [-1.891, -1.546, 2.254], [-2.041, -2.189, 1.044], [-0.899, -2.983, 0.536], [-3.211, -2.084, 0.393], [-3.559, -2.804, -0.824], [-2.701, -3.173, -1.610], [-4.903, -3.088, -1.076], [-5.261, -3.874, -2.241], [-5.981, -2.703, -0.168], [-1.556, -0.489, 4.542], [-3.950, 1.824, 5.915], [-3.086, 0.329, 6.422], [-2.234, 1.561, 5.451], [-1.152, -3.499, -0.389], [-0.051, -2.331, 0.335], [-0.595, -3.724, 1.274], [-3.956, -1.440, 0.822], [-4.372, -4.355, -2.648], [-5.986, -4.641, -1.974], [-5.707, -3.228, -2.993], [-5.618, -2.608, 0.855], [-6.408, -1.756, -0.497], [-6.765, -3.460, -0.179], [-2.025, -2.217, -5.999], [-1.473, -0.963, -6.169], [-1.637, -0.001, -5.195], [-2.340, -0.297, -4.056], [-2.554, 0.937, -2.780], [-1.218, 0.480, -1.676], [-0.961, 1.261, -0.588], [0.083, 0.947, 0.336], [0.314, 1.733, 1.423], [-0.464, 2.864, 1.646], [-0.198, 3.697, 2.795], [-0.959, 4.649, 3.017], [0.780, 3.433, 3.512], [-1.485, 3.202, 0.763], [-1.738, 2.433, -0.328], [-2.196, 2.291, -3.346], [-3.843, 0.671, -2.037], [-2.892, -1.540, -3.884], [-2.732, -2.504, -4.854], [-1.912, -2.965, -6.764], [-0.913, -0.739, -7.058], [-1.225, 0.988, -5.322], [-0.647, -0.400, -1.888], [0.699, 0.079, 0.168], [1.095, 1.494, 2.127], [-2.064, 4.088, 0.962], [-2.522, 2.710, -1.014], [-3.430, -1.758, -2.978], [-3.150, -3.482, -4.706]],
  "forces_ev_per_a": [[0.43, 0.78, 1.10], [0.19, -1.59, -2.03], [2.65, 0.82, 1.95], [-3.31, -0.61, -2.21], [2.13, 1.11, 1.69], [-1.73, -0.77, -1.61], [0.54, -0.40, 0.18], [-0.25, 0.44, 0.55], [-0.88, -0.75, -0.89], [-0.01, -0.46, -0.32], [0.88, 0.04, 0.98], [0.20, 0.21, 0.07], [0.32, 0.11, -0.30], [-0.67, 0.24, 0.54], [0.07, -0.30, -0.26], [0.05, 0.24, 0.03], [-0.22, 0.01, 0.28], [0.03, 0.22, 0.27], [0.09, 0.10, 0.10], [0.16, 0.06, 0.21], [-0.08, 0.20, 0.14], [-0.05, 0.15, 0.04], [-0.07, -0.05, 0.12], [-0.06, 0.00, -0.29], [-0.09, 0.01, -0.13], [-0.17, 0.12, 0.15], [0.06, -0.06, -0.05], [0.05, -0.10, -0.22], [0.07, 0.01, -0.08], [0.43, 0.62, -0.34], [-0.55, 0.55, 0.15], [1.47, 0.72, 2.35], [-1.11, -0.03, -1.27], [-0.19, 0.23, 0.00], [-0.13, 0.16, 0.08], [0.31, -0.19, 0.14], [0.37, 0.66, 1.15], [-0.08, -0.32, -0.46], [0.47, -0.36, 0.10], [-0.59, 0.25, -0.26], [-0.36, 0.19, -0.15], [0.12, 0.23, 0.43], [-1.80, -2.60, 0.53], [1.81, 0.89, -2.23], [-0.47, -0.11, 0.49], [-0.05, -0.17, 0.07], [0.07, -0.19, -0.18], [0.14, 0.11, -0.27], [0.05, 0.14, 0.04], [-0.04, -0.38, -0.37], [0.10, -0.23, -0.09], [0.07, -0.03, 0.05], [-0.11, 0.14, 0.02], [-0.03, 0.10, 0.10], [-0.09, 0.13, -0.19], [-0.15, -0.30, 0.07]],
  "e_homo_ev": -3.274,
  "fmax_ha_per_bohr": 0.078,
  "spin_multiplicity": 1,
  "charge": -1,
  "orbital_gap_ha": 0.159
}

4.
{
  "formula": "C18H40BBr14N3O8",
  "method": "ωB97M-V/def2-TZVPD",
  "symbols": ["N", "H", "H", "H", "H", "N", "H", "H", "H", "H", "N", "H", "H", "H", "H", "O", "C", "O", "B", "O", "C", "O", "O", "C", "O", "C", "O", "O", "Br", "C", "C", "Br", "H", "H", "H", "H", "Br", "C", "C", "Br", "H", "H", "H", "H", "Br", "C", "C", "Br", "H", "H", "H", "H", "Br", "C", "C", "Br", "H", "H", "H", "H", "Br", "C", "C", "Br", "H", "H", "H", "H", "Br", "C", "C", "Br", "H", "H", "H", "H", "Br", "C", "C", "Br", "H", "H", "H", "H"],
  "coordinates": [[-8.536, -4.559, -1.356], [-9.169, -5.194, -0.891], [-9.072, -3.776, -1.702], [-8.150, -5.079, -2.132], [-7.679, -4.244, -0.923], [0.035, 8.142, -5.545], [-0.338, 8.967, -5.096], [-0.744, 7.619, -5.918], [0.532, 7.614, -4.842], [0.591, 8.503, -6.308], [-4.292, 2.152, -5.104], [-3.727, 1.337, -5.293], [-4.157, 2.438, -4.145], [-5.262, 1.996, -5.341], [-4.044, 2.874, -5.765], [0.475, 2.836, -2.459], [0.151, 1.917, -1.703], [-0.370, 0.722, -1.924], [-0.698, 0.019, -0.648], [-0.304, 1.006, 0.389], [0.193, 2.064, -0.121], [0.613, 3.008, 0.414], [-2.092, -0.264, -0.557], [-2.304, -1.559, -0.507], [-3.343, -2.180, -0.186], [-0.929, -2.329, -0.450], [-0.092, -1.312, -0.562], [-0.695, -3.502, -0.185], [-2.105, -0.551, 5.389], [-2.197, 1.450, 5.539], [-3.575, 1.868, 4.988], [-3.694, 3.827, 5.153], [-1.466, 1.943, 4.898], [-2.160, 1.755, 6.585], [-4.395, 1.399, 5.531], [-3.582, 1.617, 3.927], [-3.212, 11.014, 3.337], [-1.472, 10.214, 3.018], [-1.574, 9.263, 1.810], [-2.691, 9.975, 0.339], [-1.084, 9.812, 3.955], [-0.832, 11.051, 2.736], [-2.038, 8.326, 2.119], [-0.545, 9.056, 1.512], [-1.080, -9.953, -2.978], [-0.034, -8.832, -4.350], [0.286, -9.650, -5.653], [1.279, -8.626, -7.010], [0.937, -8.568, -3.931], [-0.641, -7.956, -4.578], [-0.698, -9.968, -5.999], [0.815, -10.598, -5.553], [6.970, 1.261, -3.825], [5.473, 0.112, -4.443], [5.373, -1.126, -3.592], [4.477, -2.676, -4.600], [5.766, -0.206, -5.444], [4.590, 0.751, -4.472], [4.815, -0.893, -2.685], [6.416, -1.335, -3.354], [5.565, -3.146, 2.833], [4.736, -4.903, 2.795], [4.639, -5.431, 1.290], [4.327, -7.401, 1.293], [3.772, -4.715, 3.267], [5.418, -5.520, 3.381], [5.456, -5.272, 0.586], [3.806, -4.960, 0.769], [4.086, 10.338, 3.341], [4.619, 8.476, 3.268], [4.017, 7.816, 4.454], [4.691, 5.943, 4.639], [5.708, 8.522, 3.228], [4.261, 8.178, 2.282], [2.946, 7.724, 4.273], [4.229, 8.354, 5.378], [0.570, -7.977, 5.866], [-0.805, -7.679, 4.563], [-1.075, -8.860, 3.547], [-1.375, -10.514, 4.489], [-0.562, -6.753, 4.044], [-1.709, -7.492, 5.143], [-0.176, -9.004, 2.947], [-1.864, -8.695, 2.813]],
  "forces_ev_per_a": [[0.30, -0.20, -1.21], [0.11, -0.21, 1.07], [-0.16, 0.48, -0.21], [-0.20, -0.35, -0.93], [0.02, 0.20, 1.40], [-0.59, 0.68, 0.05], [-0.38, 0.50, 0.49], [-0.28, -0.40, -0.16], [0.62, -0.42, 0.10], [0.78, -0.26, -0.37], [-0.13, 0.19, -0.71], [0.25, -0.60, -0.08], [-0.03, 0.28, 0.54], [-0.65, -0.58, 0.43], [0.71, 0.59, -0.04], [-0.96, -2.48, 0.71], [0.29, 1.75, 0.63], [0.23, 0.31, -1.13], [0.96, 0.19, 0.06], [-0.90, -2.60, 0.79], [0.23, -0.36, -3.06], [0.99, 2.57, 1.65], [-2.13, -0.37, -0.46], [-2.49, -3.69, 2.57], [2.09, 2.51, -1.68], [-0.09, -0.50, 0.67], [2.05, -0.17, -0.02], [-0.66, 2.96, -1.05], [0.15, 1.22, 0.12], [-1.47, 0.00, -0.37], [0.92, -0.33, 0.03], [-0.13, -0.48, -0.07], [0.39, -0.51, 0.39], [0.51, -0.37, -0.13], [0.05, 0.27, -0.13], [-0.40, 0.18, 0.12], [0.01, 0.03, 0.79], [-0.37, 0.91, -1.20], [0.05, -0.21, 1.24], [0.96, -0.45, 0.19], [-0.24, -0.46, -0.31], [-0.04, 0.00, 0.11], [-0.10, 0.11, -0.24], [-0.24, 0.04, -0.61], [0.97, 0.92, -1.32], [1.01, -1.16, -0.63], [-1.48, -0.23, 0.78], [-0.60, -0.20, 0.68], [-0.45, 0.16, 0.58], [0.07, -0.25, 0.15], [0.13, 0.32, -0.81], [0.34, 0.45, 0.59], [-0.58, -0.34, -0.05], [0.18, 0.08, -0.93], [-0.01, 0.24, 0.05], [0.81, 1.44, 0.95], [-0.09, 0.39, -0.01], [0.11, -0.22, 0.02], [-0.07, -0.60, -0.09], [-0.36, -1.00, 0.07], [0.11, 0.26, -0.22], [0.65, -0.34, -1.75], [-0.69, 0.16, 0.95], [0.02, 0.89, 0.05], [0.10, -0.62, -0.23], [-0.45, -0.08, -0.05], [0.53, -0.02, 0.88], [-0.31, -0.24, 0.35], [-0.21, 0.62, 0.02], [0.78, 0.68, -0.87], [-0.24, -1.03, -0.02], [-0.25, 0.85, -0.09], [-0.14, -0.29, 0.29], [-0.05, -0.53, 0.39], [0.09, -0.04, 0.41], [0.01, -0.28, -0.13], [0.27, -0.15, -0.10], [-1.38, -0.51, -0.94], [1.48, 0.95, 0.60], [-0.28, -0.10, -0.11], [0.10, -0.22, -0.16], [0.05, -0.08, -0.05], [0.07, -0.13, 0.17], [-0.29, 0.26, 0.57]],
  "e_homo_ev": -11.660,
  "fmax_ha_per_bohr": 0.100,
  "spin_multiplicity": 1,
  "charge": 2,
  "de_lowest_kj_mol": 543.3,
  "orbital_gap_ha": 0.198
}